# C26H48CaF18O24P3

C26H48CaF18O24P3 as an isolated structure at a distorted geometry (wB97M-V/def2-TZVPD, the OMol25 dataset).

Structure (XYZ):
```
120
Properties=species:S:1:pos:R:3:forces:R:3
Ca 0.5251 3.0189 -1.9828 -0.1 -0.7 0.5
P -0.2093 -0.0115 0.4487 1.5 -0.3 -0.3
F 1.3771 0.2674 0.7575 -0.4 0.0 0.0
F -0.1474 -1.4472 1.1711 0.2 0.0 -0.1
F -0.5850 0.6919 1.8286 -0.5 0.1 0.0
F -1.7373 -0.2833 0.0380 -0.4 0.3 0.2
F -0.2942 1.4695 -0.2962 0.1 0.2 0.0
F 0.2569 -0.6408 -0.9670 -0.3 -0.2 0.2
P -0.5664 5.7466 0.6145 0.0 1.9 1.0
F -1.1383 6.2205 -0.8273 0.0 -0.2 -0.1
F 0.9523 5.9383 0.0788 -0.2 -0.1 -0.1
F -0.6088 7.2820 1.1273 0.0 -0.5 -0.2
F 0.0175 5.2872 2.0630 0.0 -0.4 -0.5
F -2.0552 5.4707 1.1615 0.2 0.1 -0.4
F -0.5327 4.2129 0.0440 0.3 -0.9 -0.4
P 1.7913 1.0421 -4.5307 1.7 0.1 1.0
F 0.6749 0.3017 -5.3752 -0.2 0.1 0.0
F 2.7378 -0.2464 -4.4923 -0.2 -0.1 0.1
F 2.5317 1.5880 -5.8279 -0.3 0.1 0.0
F 2.8778 1.8334 -3.5508 -0.1 0.2 -0.3
F 0.8826 2.4173 -4.4445 -0.6 0.5 0.1
F 1.0857 0.6009 -3.1184 -0.6 -0.1 0.0
C -0.9455 -4.4752 1.9675 0.4 0.5 -0.2
C -2.3164 -4.5661 1.3500 -0.2 -0.3 0.5
C -2.8738 -3.2930 0.7234 -0.2 -0.3 -0.7
O -3.4056 -3.7304 -0.5460 0.5 -0.2 0.0
C -2.8967 -4.9530 -0.8375 -0.1 0.2 0.2
O -2.9777 -5.4825 -1.8934 -0.1 -0.2 -0.2
O -2.2872 -5.4870 0.2446 -0.1 0.1 0.1
H -0.4977 -5.4414 2.1905 -0.3 -0.2 -0.1
H -0.9843 -3.9111 2.9016 0.0 0.1 -0.1
H -0.2693 -3.9506 1.2886 0.0 0.0 0.1
H -3.0222 -4.9076 2.1169 0.0 -0.4 -0.3
H -2.0951 -2.5579 0.5365 -0.1 0.2 0.1
H -3.7421 -2.9004 1.2328 0.2 0.2 0.4
C -4.2994 -0.3597 2.0811 -0.7 -0.6 0.1
C -4.6642 0.4478 0.8556 0.0 -0.7 0.1
C -5.4595 -0.3462 -0.1966 1.3 -0.4 -0.2
O -6.4836 0.5426 -0.6090 -0.2 0.0 0.1
C -6.5719 1.5611 0.2803 0.3 -0.5 -0.1
O -7.3845 2.4237 0.2444 -0.4 0.2 -0.1
O -5.6185 1.4524 1.2211 0.3 0.4 0.0
H -3.9768 0.2011 2.9559 -0.1 0.4 -0.2
H -3.5415 -1.1126 1.8885 0.2 0.3 -0.3
H -5.2151 -0.9099 2.3292 0.1 0.0 0.4
H -3.7735 0.8630 0.3881 -0.2 0.5 0.1
H -5.8258 -1.3085 0.1721 -0.5 0.3 0.2
H -4.8050 -0.5922 -1.0354 -0.2 0.2 -0.2
C -0.1195 -3.4136 -2.7320 -1.1 0.6 0.4
O -0.2870 -4.2423 -3.8792 0.1 -0.4 0.3
C 0.4432 -4.0808 -4.9777 -0.1 0.5 0.3
O 0.5314 -4.9296 -5.8113 0.1 -0.3 -0.5
O 0.9892 -2.8602 -5.0351 0.5 0.4 0.2
C 1.8015 -2.5952 -6.1634 0.4 -0.4 -1.5
H 0.4369 -2.5026 -2.9248 0.3 -0.2 0.0
H 0.2627 -3.9873 -1.8874 0.4 -0.1 -0.3
H -1.1291 -3.1070 -2.4297 0.1 0.0 -0.1
H 1.1934 -2.6122 -7.0707 -0.1 0.0 0.1
H 2.6026 -3.3253 -6.3144 -0.3 -0.3 0.3
H 2.3075 -1.6425 -6.1257 -0.4 0.3 0.7
C 1.9200 2.8041 2.3167 -0.7 0.3 -0.2
O 3.0694 2.4856 1.5078 0.2 0.0 0.4
C 3.0320 2.7872 0.2434 0.0 0.2 -0.4
O 2.1027 3.3533 -0.3198 0.1 -0.5 -0.3
O 4.1153 2.4660 -0.4338 -0.1 0.1 0.0
C 5.2343 1.8404 0.2119 0.1 -0.4 -0.3
H 1.8839 2.0817 3.1237 0.1 -0.1 0.0
H 1.0224 2.7460 1.7076 0.0 -0.2 0.1
H 1.9737 3.8229 2.6894 0.3 0.0 0.0
H 5.1618 0.7594 0.0870 -0.2 0.0 0.1
H 5.2963 2.0881 1.2638 0.0 0.1 0.0
H 6.1031 2.1765 -0.3463 0.0 0.1 0.1
C 5.8701 -3.1522 6.0797 0.1 -2.0 0.2
O 5.0187 -2.1581 5.5790 -0.1 0.6 0.1
C 4.8753 -2.1545 4.2394 -0.2 0.0 0.3
O 5.4015 -2.9254 3.4941 0.2 -0.2 -0.3
O 4.0505 -1.1662 3.9353 0.0 0.4 0.2
C 3.7621 -0.9141 2.5501 0.4 -0.2 -0.1
H 5.9531 -3.0975 7.1623 0.0 0.7 0.0
H 6.8547 -3.2003 5.6168 0.0 0.5 -0.1
H 5.4409 -4.1549 5.9188 0.0 0.3 -0.2
H 4.6112 -1.1512 1.9090 0.0 -0.2 0.2
H 3.5767 0.1528 2.4772 -0.3 -0.1 0.0
H 2.9104 -1.5178 2.2513 -0.1 0.2 -0.1
C 7.0180 -3.2872 -2.4533 -0.3 0.9 -0.5
O 5.8212 -2.6029 -2.0437 -0.3 -0.5 -0.3
C 5.5634 -2.5975 -0.7320 0.0 0.1 -0.1
O 6.3464 -2.8783 0.1304 0.1 -0.1 0.0
O 4.3129 -2.2287 -0.4692 0.2 -0.2 0.5
C 3.4263 -1.8148 -1.4919 -1.4 1.0 0.0
H 7.1829 -4.1954 -1.8865 0.2 0.1 0.2
H 7.8177 -2.5496 -2.4020 0.4 -0.4 0.3
H 6.8589 -3.5122 -3.5057 -0.1 -0.1 0.0
H 3.5606 -0.7497 -1.6928 0.5 -0.2 -0.6
H 2.4135 -1.7901 -1.0808 0.2 -0.5 0.3
H 3.4015 -2.4465 -2.3723 0.4 0.1 -0.1
C -2.2868 -0.0749 -3.2759 0.5 -0.5 -0.5
O -3.2318 0.8024 -2.6538 -0.4 0.1 -0.2
C -2.7916 1.9645 -2.2412 -0.1 -0.2 0.7
O -1.6392 2.3359 -2.3742 0.3 0.6 -0.2
O -3.7525 2.6189 -1.6178 -0.1 -0.8 -0.2
C -3.4188 3.5134 -0.5571 -0.2 1.5 0.3
H -1.6153 -0.4952 -2.5301 0.1 0.2 0.0
H -1.7164 0.4161 -4.0644 0.0 0.2 0.2
H -2.8456 -0.8839 -3.7402 -0.3 0.1 0.2
H -3.1078 4.4873 -0.9373 0.3 -0.2 -0.2
H -2.6701 3.1506 0.1410 0.1 -0.4 -0.2
H -4.3440 3.7294 -0.0233 0.0 -0.4 0.0
C -6.3754 4.1770 2.6919 -1.2 1.0 -0.9
O -5.4576 3.4362 3.4565 0.0 -0.2 0.2
C -4.2378 3.9735 3.5182 0.0 0.1 0.3
O -3.9326 5.0647 3.1344 0.0 0.2 -0.2
O -3.4323 3.0958 4.1184 -0.2 -0.6 -0.2
C -2.0320 3.3293 3.9939 0.4 0.8 0.1
H -6.5618 5.1964 3.0430 0.5 -0.1 0.3
H -7.3514 3.6972 2.6711 0.3 -0.5 0.3
H -6.0885 4.2625 1.6431 0.3 -0.1 0.1
H -1.5335 2.3724 3.8794 -0.1 -0.1 0.0
H -1.6750 3.8541 4.8833 0.0 -0.2 0.1
H -1.8015 3.9891 3.1573 -0.2 -0.2 -0.1
```
Forces are in eV/Å.

Computed properties:
**HOMO energy**: -8.725 eV
**Total charge**: -1
**Relative energy (zero: lowest compared OMol25 entry of this formula, charge and spin)**: 0.0 kcal per mole
**Multiplicity**: 1
**DFT total energy**: -172127.911 eV